74
Properties=species:S:1:pos:R:3 method="wB97M-V/def2-TZVPD" lumo_energy_ev="-6.21 / -9.17" total_charge=+2 homo_energy_ev="-11.7 / -11.7" spin_multiplicity=3 e_above_lowest_ev=0.536
Au -0.32 2.43 -0.49
Cl -2.84 -6.62 -4.71
Cl -0.77 -2.14 3.84
Cl 1.74 -3.58 -0.66
S -0.20 -7.92 -4.87
O -2.12 -4.57 -2.29
N -1.97 6.11 0.85
N 1.95 3.21 -0.02
N -2.92 1.36 -1.90
N -0.87 4.32 0.23
N -0.07 5.10 1.00
N 2.76 5.34 3.72
N -2.35 2.36 -1.18
N -4.11 1.73 -2.23
N 0.12 0.53 -1.36
N -0.59 -1.26 -2.39
N -3.13 4.56 -0.54
N -4.36 2.98 -1.80
N -0.74 6.15 1.35
N 0.07 2.18 2.35
C -1.08 -3.64 -1.99
C 2.92 2.67 0.97
C -2.09 -2.75 1.56
C -1.39 -7.01 -4.02
C 1.39 1.85 2.90
C -3.27 3.34 -1.16
C 1.01 0.23 -2.36
C -0.98 -3.38 -0.50
C -0.85 -2.64 2.19
C 0.59 -0.88 -3.01
C -2.13 -3.12 0.23
C 0.32 -2.91 1.50
C -1.48 -2.36 -2.72
C 2.33 4.16 2.88
C 2.39 1.49 1.79
C -2.03 4.98 0.15
C 3.44 3.78 1.90
C 0.26 -7.16 -2.43
C 0.81 -7.87 -3.51
C 1.95 2.99 3.77
C 0.24 -3.28 0.17
C -0.83 -0.39 -1.41
C -0.99 -6.66 -2.69
C -1.88 -5.86 -1.77
H 2.84 2.64 4.31
H 1.78 -8.35 -3.53
H 1.28 -2.83 1.99
H 4.31 3.41 2.46
H -2.48 -2.07 -2.41
H -0.65 1.58 2.72
H 3.25 1.00 2.25
H 1.20 3.28 4.51
H 1.54 4.09 0.31
H 0.79 -7.03 -1.49
H -3.00 -2.55 2.12
H 3.57 5.12 4.31
H -1.71 -0.42 -0.80
H 3.75 4.64 1.31
H -1.51 -2.51 -3.80
H -3.10 -3.19 -0.26
H 3.00 6.14 3.13
H -0.12 -4.00 -2.36
H 2.00 5.64 4.33
H -0.22 3.14 2.52
H 3.77 2.30 0.39
H 2.43 3.43 -0.88
H -3.93 5.17 -0.55
H 1.46 4.54 2.34
H 1.88 0.84 -2.55
H 1.92 0.77 1.12
H 1.29 0.97 3.54
H 0.99 -1.42 -3.85
H -2.85 -6.37 -1.70
H -1.44 -5.83 -0.78

---

72
Properties=species:S:1:pos:R:3 method="wB97M-V/def2-TZVPD" lumo_energy_ev="-1.50 / -1.48" total_charge=0 homo_energy_ev="-7.9 / -7.9" spin_multiplicity=2
Ru -0.08 0.40 -0.51
S -1.50 -0.42 2.57
Si 3.12 3.00 1.76
F -3.45 0.20 -3.09
F -3.92 -1.48 -1.64
F -2.73 -1.90 -3.52
F -1.80 -0.68 -1.83
O -0.16 -0.67 3.03
O -2.37 0.32 3.44
N 2.77 -0.23 -3.51
N -0.78 1.66 -3.56
N -1.46 1.97 -0.41
N 1.30 -1.12 -0.33
N 0.84 0.53 -2.33
N 3.28 0.77 -5.51
N 1.23 1.20 -4.54
N -1.30 0.40 1.13
C 1.39 -2.01 0.66
C 1.73 2.05 0.99
C -2.23 -1.98 2.15
C -3.76 3.09 0.62
C 3.11 -3.23 -0.49
C 3.72 4.35 0.56
C -1.98 3.05 -0.98
C -3.36 -3.94 2.91
C -3.76 -5.89 1.40
C -3.12 3.65 -0.48
C 2.14 -1.24 -1.42
C -3.23 1.97 1.23
C -2.04 -2.55 0.90
C -2.88 -2.67 3.16
C 3.05 -2.32 -1.50
C -2.53 -3.83 0.67
C 1.96 -0.30 -2.44
C 2.42 0.58 -4.49
C -3.20 -4.53 1.67
C 2.55 3.81 3.39
C 2.27 -3.07 0.63
C 4.52 1.76 2.16
C -2.05 1.43 0.70
C 0.45 1.10 -3.48
B -3.05 -1.00 -2.56
H 2.30 -3.76 1.45
H 1.55 2.10 -0.09
H 4.05 0.14 -5.59
H 4.91 1.30 1.25
H 2.94 5.08 0.35
H -3.52 4.53 -0.96
H 2.09 3.09 4.05
H 2.92 1.23 -6.33
H -1.07 1.91 -4.49
H -1.45 3.46 -1.83
H -4.84 -5.79 1.24
H 4.57 4.90 0.98
H 4.14 0.96 2.79
H -3.88 -4.47 3.70
H -3.69 1.52 2.09
H 4.04 3.94 -0.39
H -4.66 3.54 1.01
H 3.66 -2.39 -2.38
H 1.83 4.60 3.21
H 3.79 -4.07 -0.54
H -2.40 -4.28 -0.30
H -3.61 -6.55 2.25
H 0.74 -1.85 1.51
H 1.13 1.38 1.60
H -3.32 -6.33 0.51
H 5.35 2.24 2.67
H -1.51 1.26 -2.98
H -3.02 -2.18 4.11
H 3.41 4.24 3.90
H -1.55 -2.00 0.11

---

64
Properties=species:S:1:pos:R:3 method="wB97M-V/def2-TZVPD" lumo_energy_ev="-2.53 / -2.53" total_charge=+1 homo_energy_ev="-10.3 / -10.3"
Br -1.47 -1.65 2.38
Fe 0.24 0.39 -0.56
S 1.01 -1.85 -0.54
S -1.92 -0.44 -0.82
S -0.61 2.53 -1.17
S 0.70 0.23 -3.08
O 2.06 0.96 -0.47
O 4.22 0.04 0.77
N 0.35 1.06 1.47
N 1.51 1.75 1.60
C -3.74 4.77 3.92
C 6.29 2.98 1.31
C -1.67 0.24 2.59
C 4.58 1.34 0.87
C -2.53 0.69 -2.11
C 2.22 -0.71 -2.82
C 5.39 4.01 1.08
C -2.99 4.46 2.79
C -1.55 -1.98 -1.71
C -0.54 -2.75 -0.89
C -2.69 3.14 2.51
C -3.12 2.11 3.35
C 2.22 2.06 0.34
C -2.81 0.70 3.10
C 3.66 2.38 0.65
C 5.89 1.65 1.20
C -0.48 1.08 2.43
C -4.20 3.76 4.75
C 4.08 3.69 0.75
C 0.12 2.87 -2.81
C 1.26 1.95 -3.18
C -2.34 2.11 -1.59
C -3.90 2.44 4.46
C 1.89 -2.02 -2.13
H 0.47 3.90 -2.80
H -2.66 5.24 2.13
H -0.94 -2.97 0.10
H 1.52 2.45 2.33
H -3.98 5.80 4.14
H 2.82 -2.56 -1.92
H -3.58 -0.02 3.37
H -2.88 2.24 -0.65
H -4.26 1.65 5.11
H 2.10 2.06 -2.49
H 3.37 4.49 0.56
H 1.59 2.17 -4.20
H 5.70 5.04 1.15
H -2.46 -2.56 -1.82
H -1.98 0.52 -3.04
H 2.70 -0.91 -3.78
H -0.29 -3.70 -1.36
H -0.69 2.81 -3.54
H -3.59 0.50 -2.29
H 1.76 2.96 -0.11
H -2.14 2.90 1.61
H 6.59 0.84 1.37
H 7.31 3.20 1.57
H -1.17 -1.73 -2.70
H 2.88 -0.10 -2.20
H -4.79 4.00 5.62
H -0.32 1.78 3.26
H 1.28 -2.66 -2.77
H -2.72 2.85 -2.29
H 3.33 0.03 0.39

---

68
Properties=species:S:1:pos:R:3 method="wB97M-V/def2-TZVPD" lumo_energy_ev="-5.77 / -8.47" total_charge=+2 homo_energy_ev="-14.0 / -14.0" spin_multiplicity=2 e_above_lowest_ev=0.545
Ru 0.48 -1.26 -1.08
Cl 2.88 -2.33 -0.27
Cl -0.74 -1.42 3.60
Cl 1.35 -2.27 5.79
Cl 4.99 -3.14 1.90
Cl 4.19 -3.13 4.89
O -1.36 -2.77 -1.40
O -1.36 -0.03 -1.57
O 0.30 -1.60 0.93
O -0.08 2.22 3.35
O 0.30 -1.01 -3.17
O 0.92 -3.49 -2.21
N 1.24 0.57 -0.41
N -0.84 3.85 1.97
C 0.89 2.27 1.25
C -1.93 4.20 -0.25
C -1.12 0.75 -2.77
C 0.09 -4.57 -1.78
C -0.06 2.81 2.28
C 1.76 -2.28 4.14
C 0.82 -1.91 3.19
C 2.50 -2.31 1.42
C 1.17 -1.93 1.79
C 2.55 0.89 -0.41
C 0.23 0.40 -3.38
C 3.42 -2.68 2.36
C 1.30 -1.79 -3.86
C 0.43 1.28 0.39
C 3.05 -2.67 3.73
C -0.78 4.55 0.69
C -2.58 -0.82 -1.64
C 2.25 2.57 1.25
C -1.83 4.29 2.97
C -2.42 -2.05 -0.79
C -1.01 -4.03 -0.85
C 3.08 1.88 0.38
C -3.04 3.37 3.05
C 0.90 -3.24 -3.62
H 3.17 0.33 -1.09
H 1.28 -1.57 -4.93
H 1.58 -3.92 -4.14
H -0.61 1.00 0.39
H -0.35 -5.06 -2.65
H -3.34 -2.64 -0.79
H -1.91 0.53 -3.48
H -0.67 -3.91 0.18
H -3.42 -0.21 -1.31
H -1.87 -4.71 -0.86
H 0.17 4.33 0.22
H 2.64 3.32 1.93
H 1.07 0.88 -2.88
H -2.73 2.37 3.34
H -1.96 3.13 -0.44
H -1.81 4.73 -1.20
H -1.17 1.81 -2.51
H -3.73 3.74 3.81
H -2.16 -1.80 0.25
H 0.71 -5.30 -1.26
H 2.29 -1.54 -3.46
H -2.74 -1.13 -2.68
H 0.26 0.64 -4.44
H -0.11 -3.38 -4.00
H -3.57 3.32 2.10
H -2.89 4.50 0.17
H -2.12 5.30 2.70
H 4.14 2.09 0.33
H -1.32 4.34 3.93
H -0.78 5.62 0.90